ORCA calculation (ωB97M-V/def2-TZVPD) on a molecular structure, H10NaO13S2 in a non-equilibrium geometry.

Structure (ORCA input):
```
! RIJCOSX wB97M-V def2-TZVPD def2/J DEFGRID3
* xyz -2 2
S 1.950 1.620 -0.770
S 0.647 -1.478 2.997
Na -0.395 -0.314 -0.119
O 1.943 -1.834 2.427
O 2.551 2.940 -0.854
O -2.045 -2.147 -0.692
O -0.433 -0.431 -2.714
O 0.811 1.735 0.092
O -0.250 -1.534 1.898
O 0.894 -0.190 3.543
O 1.587 -1.855 -0.453
O 2.847 0.600 -0.244
O 0.235 -2.349 4.084
O -2.548 1.254 0.662
O 1.564 1.270 -2.120
O -1.167 3.138 -1.257
H 1.505 -2.154 0.453
H -2.205 -2.709 0.066
H -0.616 2.493 -0.813
H 0.264 0.224 -2.747
H 0.001 -1.256 -2.932
H 2.196 -1.117 -0.407
H -3.491 1.374 0.552
H -2.298 1.907 1.316
H -1.648 3.570 -0.552
H -1.899 -2.756 -1.416
*
```

Output
- Gap between HOMO and LUMO (alpha / beta): 4.8 / 4.1 eV
- HOMO (alpha / beta): -1.00 / -1.00 eV
- <S²>: 0.76
- Energy above the lowest of the compared OMol25 structures with the same formula, charge and spin: 1.6 kcal/mol

***

ORCA calculation (ωB97M-V/def2-TZVPD) on a single C6H10O2 molecule in a non-equilibrium geometry.

Structure (ORCA input):
```
! RIJCOSX wB97M-V def2-TZVPD def2/J DEFGRID3
* xyz 0 1
O -0.024 2.061 3.297
O -0.053 0.552 0.540
C 0.956 1.103 2.834
C 0.600 1.504 1.390
C 0.805 0.002 -0.426
C -0.282 2.583 2.005
C 0.599 -1.654 -2.307
C 0.131 -1.139 -1.117
H 0.131 3.586 1.846
H 1.488 1.933 0.872
H 1.697 -0.414 0.045
H 0.740 0.051 3.080
H -0.756 -1.547 -0.619
H -1.271 2.550 1.583
H 1.489 -1.267 -2.810
H 1.973 1.354 3.161
H 1.145 0.805 -1.105
H 0.157 -2.538 -2.745
*
```

Output
- Gap between HOMO and LUMO: 10.5 eV
- SMILES string: C=CCOC1COC1
- HOMO: -9.48 eV
- Energy above the lowest of the compared OMol25 structures with the same formula, charge and spin: 67.2 kcal/mol

***

ORCA calculation (ωB97M-V/def2-TZVPD) on a molecular structure, C6H2Cl5O5Pb.

Structure (ORCA input):
```
! RIJCOSX wB97M-V def2-TZVPD def2/J DEFGRID3
* xyz 1 1
Pb -0.100 -0.401 -1.374
Cl 2.018 -1.463 0.600
Cl -0.926 2.407 2.812
Cl 2.513 -0.961 5.024
Cl -1.650 -0.211 0.483
Cl 4.198 2.154 1.088
O 1.359 2.894 1.042
O 3.392 -1.686 0.361
O 1.650 -1.702 1.954
O 1.176 -2.245 -0.308
O 1.684 -0.039 0.261
C 3.016 1.584 2.127
C 1.622 2.146 1.935
C 3.260 0.656 3.074
C 0.572 1.677 2.923
C 0.859 0.720 3.831
C 2.183 0.214 3.888
H 0.118 0.339 4.519
H 4.239 0.217 3.203
*
```

Output
- Gap between HOMO and LUMO: 6.9 eV
- HOMO: -14.01 eV
- Energy above the lowest of the compared OMol25 structures with the same formula, charge and spin: 47.5 kcal/mol

***

ORCA calculation (ωB97M-V/def2-TZVPD) on a single C5H7NO molecule in a non-equilibrium geometry.

Structure (ORCA input):
```
! RIJCOSX wB97M-V def2-TZVPD def2/J DEFGRID3
* xyz 0 1
O -0.567 -0.159 -1.805
N 0.921 1.124 -0.586
C -0.188 -0.879 0.473
C 0.963 0.085 0.442
C -1.146 -0.240 -0.491
C 0.103 -0.004 1.666
C 0.424 0.737 -1.702
H -0.988 0.865 -0.188
H 0.697 1.166 -2.662
H 1.984 -0.272 0.514
H -0.590 0.797 1.910
H -0.057 -1.956 0.528
H -2.102 -0.770 -0.627
H 0.547 -0.496 2.528
*
```

Output
- Gap between HOMO and LUMO: 10.4 eV
- SMILES string: C1=N[C@H]2C[C@H]2CO1
- HOMO: -9.33 eV
- Energy above the lowest of the compared OMol25 structures with the same formula, charge and spin: 60.2 kcal/mol

***

ORCA calculation (ωB97M-V/def2-TZVPD) on a single C3H2N4O molecule in a non-equilibrium geometry.

Structure (ORCA input):
```
! RIJCOSX wB97M-V def2-TZVPD def2/J DEFGRID3
* xyz 0 1
O 2.008 0.175 -0.372
N 1.455 -0.552 0.758
N -1.078 -0.657 1.160
N -2.055 -0.172 0.386
N -1.638 0.474 -0.624
C 1.122 0.729 -1.141
C 0.181 -0.416 0.364
C -0.165 0.409 -0.719
H 1.562 1.403 -1.985
H -1.236 -0.787 2.180
*
```

Output
- Gap between HOMO and LUMO: 9.9 eV
- SMILES string: c1onc2[nH]nnc12
- HOMO: -9.71 eV
- Energy above the lowest of the compared OMol25 structures with the same formula, charge and spin: 64.4 kcal/mol

***

ORCA calculation (ωB97M-V/def2-TZVPD) on 5 unconnected molecules or ions with the total composition C33H24Cl3N2O9PS in a non-equilibrium geometry.

Structure (ORCA input):
```
! RIJCOSX wB97M-V def2-TZVPD def2/J DEFGRID3
* xyz 0 1
Cl -2.416 3.991 2.280
Cl -1.455 -3.450 3.206
Cl 2.541 1.349 2.038
S -1.781 -0.472 -3.226
P -1.246 -3.536 1.047
O -0.454 -4.936 -1.085
O 4.712 9.199 0.283
O 0.624 5.807 9.718
O -2.159 -8.431 -2.512
O -2.916 -3.615 0.497
O 0.587 -6.014 -6.186
O 2.518 4.470 -0.763
O -5.615 -7.490 -6.441
O 1.665 4.730 4.616
N -1.850 -1.776 -2.018
N -0.804 0.830 -2.560
C 0.188 2.903 -0.174
C 0.790 -1.134 1.357
C 0.863 5.559 8.544
C 0.197 3.747 1.241
C -0.215 -5.184 -2.258
C -0.432 -1.868 0.495
C -5.256 -8.305 -4.259
C 4.823 6.857 0.519
C 4.207 8.111 0.041
C 3.022 5.558 -0.522
C 4.271 5.668 0.258
C -0.753 3.136 2.433
C -0.978 -1.200 -0.909
C -0.325 -4.144 -3.300
C -2.954 -8.215 -3.416
C 1.182 0.471 1.129
C 1.426 4.977 5.790
C 0.458 -6.807 -3.971
C -4.386 -8.542 -3.273
C 0.194 -6.536 -2.689
C -0.477 0.349 -1.138
C 2.959 8.001 -0.739
C 0.753 6.600 7.503
C -2.518 -7.616 -4.694
C 2.407 6.812 -1.000
C 0.348 -5.766 -5.012
C -3.388 -7.379 -5.681
C 1.016 6.329 6.221
C 1.536 3.937 6.832
C 0.317 1.278 -0.005
C -4.820 -7.706 -5.537
C 1.272 4.208 8.114
C -0.062 -4.415 -4.582
H -4.689 -8.981 -2.330
H -0.627 -3.157 -2.968
H 1.347 3.456 8.890
H -0.300 3.519 3.460
H 1.838 2.951 6.500
H -0.877 3.122 -0.683
H 0.269 -7.288 -1.913
H -0.823 1.968 2.461
H -1.464 -7.383 -4.784
H -2.902 -3.791 -0.508
H 5.738 6.955 1.089
H 1.491 6.713 -1.570
H 2.520 8.929 -1.083
H 1.381 -1.809 2.133
H -0.136 -3.663 -5.358
H 0.451 7.586 7.834
H -0.204 4.852 1.035
H 0.942 7.081 5.445
H 4.710 4.739 0.602
H -3.085 -6.940 -6.623
H 1.028 3.262 -0.918
H 1.328 3.875 1.545
H -6.310 -8.538 -4.169
H 0.760 -7.793 -4.302
*
```

Output
- Gap between HOMO and LUMO: 6.0 eV
- SMILES string: OP(Cl)c1cc(Cl)c(CCCCl)c2nsnc12.O=C1C=CC(=O)C=C1.O=C1C=CC(=O)C=C1.O=C1C=CC(=O)C=C1.O=C1C=CC(=O)C=C1
- HOMO: -8.08 eV